The following is a DFT calculation (ωB97M-V with the def2-TZVPD basis set) of a cluster of 2 separate species, C4H12NO2S in total.

Values from the calculation:
* HOMO: -3.388 eV
* net charge: -1
* frontier orbital gap: 6.36 eV

The geometry in XYZ format:
```
20
Properties=species:S:1:pos:R:3:forces:R:3
C -1.876360 -1.803700 0.638236 -0.3 -0.4 -0.2
C -0.877385 -0.768874 0.113617 0.3 -0.6 0.1
C 0.457625 -1.421160 -0.272602 -0.2 0.6 0.3
S 0.339281 -2.637142 -1.606927 0.0 -0.6 0.1
N -0.655388 0.325755 1.020309 -0.3 0.1 0.5
C -0.428353 1.691636 0.390771 0.6 -0.4 0.5
O 0.857558 2.059261 0.341243 0.0 -0.2 -0.1
H -2.611380 -1.297387 1.259541 0.0 0.0 0.1
H -2.422099 -2.289349 -0.181335 0.1 0.1 0.0
H -1.409666 -2.624990 1.201074 0.0 0.3 0.1
H -1.300149 -0.375062 -0.803430 -0.1 0.3 -0.2
H 1.086149 -0.592681 -0.572138 0.4 0.0 -0.2
H 0.907002 -1.877614 0.616132 0.0 -0.1 -0.2
H 0.841656 -1.894068 -2.582709 0.1 0.2 -0.2
H 0.128430 0.138200 1.650007 -0.2 0.2 -0.3
H -0.917145 1.540115 -0.599369 -0.1 0.5 0.0
H -1.030520 2.386116 1.019174 -0.2 0.0 -0.3
H 1.303145 3.596089 1.147694 -0.3 -0.1 -0.5
H 1.779156 4.483763 0.051828 -0.3 0.0 0.5
O 1.509437 4.552278 0.983516 0.4 0.1 -0.2
```
Positions in Å, forces in eV/Å.



The following is a DFT calculation (ωB97M-V with the def2-TZVPD basis set) of a structure of composition C4H7NO in a non-equilibrium geometry.

Values from the calculation:
* HOMO: -9.328 eV
* net charge: 0
* frontier orbital gap: 10.09 eV

The geometry in XYZ format:
```
13
Properties=species:S:1:pos:R:3:forces:R:3
O -1.432167 0.076585 1.400683 0.2 0.2 0.3
C -0.429029 0.063940 0.449400 -0.1 0.0 -0.2
C 1.068904 -0.143022 0.686182 0.0 -1.0 -1.7
N 0.785564 -0.125843 -1.006861 -0.1 -0.7 0.0
C -0.338596 -1.017078 -0.638397 -0.7 -0.5 -0.2
C -0.099306 1.052216 -0.659166 -0.1 0.2 -0.3
H -1.208483 0.714829 2.087958 -0.1 0.0 0.0
H 1.848089 0.357472 0.136568 1.3 1.9 2.5
H 1.316374 -1.116532 1.124958 0.2 0.1 -0.4
H -1.084927 -1.054125 -1.432990 -0.4 -0.1 0.2
H 0.013661 -2.011613 -0.345123 -0.3 0.1 0.0
H 0.412428 1.981376 -0.371187 0.0 -0.3 -0.2
H -0.852511 1.221794 -1.432025 0.0 0.0 0.1
```
Positions in Å, forces in eV/Å.



The following is a DFT calculation (ωB97M-V with the def2-TZVPD basis set) of a cluster of 2 separate species, C5H14 in total in a non-equilibrium geometry.

Values from the calculation:
* structure (SMILES): CCC.CC
* HOMO: -10.721 eV
* net charge: 0
* frontier orbital gap: 11.80 eV

The geometry in XYZ format:
```
19
Properties=species:S:1:pos:R:3:forces:R:3
C 0.205199 -1.114910 -1.847833 3.7 -0.9 -0.5
C 1.204006 0.113720 -2.055413 -3.8 0.2 -1.5
C 2.049799 0.246936 -0.871717 -2.3 0.9 3.3
H 0.717326 -1.986230 -1.368099 0.5 0.2 -1.0
H -0.389695 -0.959572 -1.000060 -2.0 1.0 0.4
H -0.147008 -1.448702 -2.807309 -1.1 0.0 0.0
H 0.384748 0.903687 -2.031209 1.5 -0.2 -0.7
H 1.729831 0.108090 -3.059841 -0.7 -0.1 1.3
H 1.773285 -0.626293 -0.298451 0.6 -0.3 0.7
H 1.867002 1.106213 -0.128776 0.1 -0.9 -1.5
H 3.034735 0.209343 -1.071186 3.5 -0.1 -0.6
C -1.472034 1.076032 1.606378 1.1 -1.8 -1.4
C -1.733371 -0.107385 2.512784 -0.5 -2.1 1.3
H -0.960634 0.512249 0.740597 -1.0 1.6 0.5
H -2.249534 1.778000 1.305631 -0.2 -0.6 0.0
H -0.682218 1.637327 2.033433 0.8 0.8 0.5
H -2.049273 0.058561 3.569525 0.2 0.5 -0.7
H -0.732613 -0.675470 2.623144 -1.7 0.6 -0.3
H -2.549556 -0.831587 2.148397 1.4 1.0 0.1
```
Positions in Å, forces in eV/Å.



The following is a DFT calculation (ωB97M-V with the def2-TZVPD basis set) of the molecule C4H4OS in a non-equilibrium geometry.

Values from the calculation:
* HOMO (alpha / beta): -7.586 / -7.717 eV
* net charge: 0
* frontier orbital gap (alpha / beta): 7.46 / 7.44 eV

The geometry in XYZ format:
```
10
Properties=species:S:1:pos:R:3:forces:R:3
C -0.606489 -0.882836 0.062980 -0.7 -0.8 -0.7
C -1.222240 0.199332 -0.590461 0.7 0.3 0.6
C 0.534883 -0.802371 0.728351 1.8 0.6 0.4
C 1.002525 1.330055 0.047531 -2.9 -0.3 -1.2
O 0.783665 0.552159 1.110713 0.7 -0.4 2.0
S -0.302741 1.512622 -1.042114 -0.1 -0.2 0.6
H -1.156775 -1.788471 -0.066806 0.2 -0.9 -0.1
H -2.243919 0.076041 -0.772736 -1.3 0.5 -0.6
H 1.334641 -1.549224 1.003923 -1.3 0.9 -0.2
H 1.876450 1.352692 -0.481380 2.9 0.2 -0.7
```
Positions in Å, forces in eV/Å.



The following is a DFT calculation (ωB97M-V with the def2-TZVPD basis set) of a cluster of 4 separate species, C3H13NO2S2 in total in a non-equilibrium geometry.

Values from the calculation:
* HOMO: -8.636 eV
* net charge: 0
* frontier orbital gap: 3.42 eV

The geometry in XYZ format:
```
21
Properties=species:S:1:pos:R:3:forces:R:3
N -1.870355 1.049648 1.000980 2.1 -0.3 0.1
C -0.898345 1.299706 -0.079022 -1.4 2.7 0.8
C -1.193231 0.203550 -1.022975 0.3 -1.4 -2.3
S -0.147764 -0.032333 -2.607767 -0.3 0.8 2.0
S 2.277880 -0.341308 -0.183835 -0.3 0.7 0.1
C 3.589019 0.896336 -0.327789 -0.1 -0.3 1.1
H -1.893652 0.012960 1.149865 -0.8 0.0 -0.3
H -1.699134 1.442467 1.929516 0.1 0.6 -0.6
H -1.054167 2.382113 -0.494271 0.3 -1.7 0.5
H 0.200966 1.324553 0.189390 0.0 -0.6 0.2
H 0.914438 -0.355957 -1.761623 -0.3 -0.1 -0.9
H -2.276729 0.235060 -1.278098 0.9 -0.3 -0.1
H 3.257659 1.716301 -1.010003 0.2 -0.4 0.8
H 3.855853 1.213939 0.758396 -0.2 -0.2 -2.3
H 4.371705 0.337705 -0.875415 0.0 0.6 0.5
H -1.302584 -2.389037 0.957552 1.7 0.0 -0.2
H 0.351573 -2.122051 0.617132 -0.4 -0.3 0.3
O -0.215031 -2.784473 1.044965 -1.5 0.6 -0.2
H -0.952256 -0.732698 -0.532393 -0.6 0.0 0.1
H -2.902200 -1.797161 1.680273 0.5 0.3 -1.2
O -2.413652 -1.559328 0.845127 -0.3 -0.9 1.7
```
Positions in Å, forces in eV/Å.



The following is a DFT calculation (ωB97M-V with the def2-TZVPD basis set) of a cluster of 2 separate species, C3H3Cl2O2 in total in a non-equilibrium geometry.

Values from the calculation:
* HOMO: -2.250 eV
* net charge: -1
* frontier orbital gap: 5.63 eV

The geometry in XYZ format:
```
10
Properties=species:S:1:pos:R:3:forces:R:3
C -0.464998 -2.795347 -0.589933 -0.2 -0.3 -0.2
C -0.429786 1.600709 0.109242 0.7 -4.5 0.8
C 1.042934 1.169013 -0.070933 0.2 0.3 -0.7
O -0.161205 -2.933288 -1.701533 0.1 0.0 -0.1
O -0.861268 -2.790396 0.497074 -0.2 -0.1 0.3
Cl 1.972644 1.565460 1.399986 0.3 0.8 1.1
Cl 1.214871 -0.722136 0.031197 -0.3 0.2 -0.4
H -0.771486 1.732418 -0.864391 -0.9 0.4 -1.7
H -1.027047 0.687024 0.541359 0.6 1.9 -0.2
H -0.514659 2.486544 0.647933 -0.2 1.4 1.2
```
Positions in Å, forces in eV/Å.